Entry from the Open Molecules 2025 dataset: a cluster of 2 separate species, C3H9NO in total in a non-equilibrium geometry (wB97M-V/def2-TZVPD).

CARTESIAN COORDINATES (ANGSTROEM)
C: -1.64824 1.08459 -0.54333
C: -0.18143 0.96844 -0.15450
C: 0.67192 -0.92545 -1.48484
N: 0.27366 -0.38882 -0.45245
H: -2.15702 0.13629 -0.34968
H: -1.95079 1.34840 -1.54135
H: -2.18693 1.77524 0.10837
H: 0.52588 1.71538 -0.50653
H: -0.19561 1.00735 0.94265
H: 0.48922 -0.53338 -2.48893
H: 1.22534 -1.86587 -1.42401
H: 0.80488 -0.94424 1.19967
H: 1.42527 -1.32174 2.55210
O: 0.85289 -0.66935 2.12811

Atoms 1-6, force components in eV/Å:
C -1.435 -0.375 0.536
C -0.943 -0.519 1.173
C 0.607 -1.493 -0.226
N 0.046 2.210 -1.264
H 0.160 -0.065 0.080
H 0.725 0.169 -0.708

- LUMO energy (alpha / beta) (eV) = -5.3870 / -8.9570
- Kohn-Sham gap (alpha / beta) (eV) = 10.435 / 6.801
- HOMO energy (alpha / beta) (eV) = -15.8 / -15.8
- net charge = +1
- relative energy (zero: lowest compared OMol25 entry of this formula, charge and spin) (kJ/mol) = 210.24
- 2S+1 = 2